Entry from the OMol25 dataset: 4 unconnected molecules or ions with the total composition C23H43BrIN3O10 (wB97M-V/def2-TZVPD).

Geometry (Å):
C: 4.710579 0.041835 1.556913
C: 5.742426 0.568858 0.600937
O: 5.955395 0.053288 -0.463161
O: 6.478908 1.647128 1.002081
C: 5.750432 2.822353 1.362804
C: 5.731784 3.842831 0.243924
C: 4.909728 3.404818 -0.986769
C: 3.651087 4.261897 -1.221185
C: 2.454715 3.420890 -1.693708
C: 1.518863 3.044113 -0.558905
C: 0.632140 4.258943 -0.241294
O: 0.233459 4.291520 1.120151
O: -1.184353 4.128673 1.191947
O: 2.131853 2.500002 0.607526
C: 1.194521 1.740701 1.221621
O: 1.312867 1.260133 2.294828
O: 0.109676 1.588963 0.408916
C: 0.661414 1.816545 -0.921762
Br: -0.670712 2.097223 -2.301069
C: 1.436067 0.551698 -1.321497
C: 0.661899 -0.728780 -0.996270
C: 1.084096 -1.883924 -1.885966
I: 3.040482 -2.578733 -1.399595
H: 5.108446 -0.079095 2.563141
H: 3.840229 0.692142 1.623831
H: 4.404654 -0.932851 1.190697
H: 6.240263 3.256751 2.235106
H: 4.730648 2.589721 1.672821
H: 5.300771 4.760136 0.646771
H: 6.758039 4.063475 -0.046152
H: 4.641501 2.351725 -0.929757
H: 5.554560 3.499217 -1.859193
H: 3.419647 4.834600 -0.323772
H: 3.874751 4.985409 -2.004985
H: 1.868222 3.999961 -2.406522
H: 2.828544 2.551741 -2.230019
H: -0.256329 4.221522 -0.863845
H: 1.153957 5.188553 -0.467998
H: -1.284757 3.181393 1.376281
H: 1.593830 0.591196 -2.398729
H: 2.430947 0.522429 -0.877920
H: 0.827116 -0.999826 0.046040
H: -0.410217 -0.563863 -1.108672
H: 1.134417 -1.550836 -2.920256
H: 0.400604 -2.720570 -1.809001
C: -3.190957 -4.539842 0.322025
C: -2.193900 -4.038054 -0.696774
O: -1.034420 -3.798422 -0.390321
N: -2.638765 -3.863995 -1.965147
C: -3.974847 -4.094032 -2.497524
H: -2.685439 -4.625418 1.278524
H: -4.024390 -3.843807 0.422172
H: -3.576701 -5.519000 0.036705
H: -1.931215 -3.531593 -2.600111
H: -3.925590 -4.848369 -3.286948
H: -4.390937 -3.174420 -2.914242
H: -4.638169 -4.448155 -1.716123
C: 1.330258 -0.622317 4.553122
C: 1.655762 -1.632396 5.628106
O: 2.075697 -2.747734 5.373356
N: 1.463566 -1.247374 6.922550
C: 0.978248 0.025819 7.416188
H: 1.530591 -1.065141 3.584703
H: 0.278995 -0.337292 4.596817
H: 1.945536 0.269178 4.663512
H: 1.698482 -1.961243 7.593208
H: 1.724602 0.493582 8.061380
H: 0.063503 -0.114129 7.995715
H: 0.765567 0.696917 6.591479
C: -8.220328 -2.634719 -2.473517
C: -7.250486 -2.178210 -3.537814
O: -6.078537 -1.942651 -3.283642
N: -7.726712 -2.037702 -4.800119
C: -9.074374 -2.271199 -5.284882
H: -7.687870 -2.695773 -1.529866
H: -9.042239 -1.926269 -2.368147
H: -8.626342 -3.617632 -2.714655
H: -7.030666 -1.729939 -5.460675
H: -9.069717 -3.040783 -6.058050
H: -9.485418 -1.355690 -5.712502
H: -9.719958 -2.596100 -4.476838

Forces on the atoms, in the same order (eV/Å):
0.0 -0.2 0.1
-0.1 -0.2 -0.4
0.2 0.1 0.3
-0.2 0.0 -0.3
0.0 0.4 0.6
-0.1 -0.3 -0.3
0.2 0.4 0.1
0.2 -0.3 -0.4
0.5 0.4 0.5
-0.6 -0.4 -1.9
0.0 0.1 0.4
-0.1 0.0 0.0
-0.1 0.1 0.0
0.2 0.4 0.2
-0.1 0.3 0.0
0.0 0.0 0.2
-0.1 -0.4 -0.3
0.3 -0.4 0.4
-0.2 0.1 0.5
-0.2 0.0 -0.5
0.3 -0.1 0.2
-0.2 0.3 -0.2
0.0 0.0 0.0
0.1 0.2 0.0
0.0 0.0 0.0
-0.2 0.0 0.0
0.1 -0.1 0.0
0.0 -0.1 -0.1
0.1 0.1 0.1
0.1 0.0 0.1
0.0 -0.1 0.1
-0.1 -0.2 -0.1
-0.2 0.0 0.1
0.0 0.2 0.1
-0.2 -0.1 0.0
0.0 -0.1 0.0
0.0 0.1 -0.1
0.2 0.0 0.1
0.1 0.0 0.0
0.1 0.1 -0.1
0.0 0.1 0.2
-0.1 0.0 0.1
-0.1 0.0 -0.1
0.1 -0.1 -0.1
0.1 -0.1 0.2
0.1 0.0 0.1
0.0 0.0 0.1
0.0 0.0 -0.1
-0.1 0.0 0.1
0.3 0.2 -0.2
0.1 0.0 0.0
-0.1 -0.1 0.0
-0.1 0.0 0.0
0.0 0.0 0.0
-0.1 0.0 0.1
0.0 -0.2 0.1
0.0 0.0 0.0
0.1 -0.2 0.1
0.0 0.0 0.0
0.0 0.0 0.0
0.0 0.1 0.0
0.1 -0.3 0.1
0.0 -0.1 0.0
0.0 0.1 0.0
-0.1 0.1 0.0
0.0 0.0 0.0
0.0 0.1 0.0
0.0 0.1 0.0
0.0 0.0 0.0
0.1 0.0 0.0
0.1 0.0 0.0
-0.2 0.1 0.0
-0.1 0.0 0.0
0.2 0.1 -0.1
0.1 0.0 0.0
-0.1 -0.1 0.0
-0.1 0.0 0.0
0.0 0.0 0.0
-0.1 0.0 0.0
-0.1 0.0 0.0
0.0 0.0 0.0

highest occupied orbital energy = -0.32570 Ha
electronic energy = -127635.5268 eV
SMILES = CC(=O)OCCCCC[C@]1(COO)OC(=O)O[C@]1(Br)CCCI.CNC(C)=O.CNC(C)=O.CNC(C)=O
total charge = 0

In the Löwdin picture, each atom carries the following charge in e:
1 C 0.022
2 C -0.527
3 O 0.102
4 O -0.007
5 C -0.187
6 C -0.154
7 C -0.164
8 C -0.164
9 C -0.108
10 C -0.410
11 C -0.123
12 O -0.110
13 O 0.000
14 O 0.112
15 C -0.546
16 O 0.189
17 O 0.035
18 C -0.687
19 Br 0.908
20 C -0.229
21 C -0.310
22 C -0.643
23 I 0.830
24 H 0.100
25 H 0.059
26 H 0.057
27 H 0.126
28 H 0.112
29 H 0.111
30 H 0.115
31 H 0.096
32 H 0.116
33 H 0.107
34 H 0.115
35 H 0.124
36 H 0.123
37 H 0.086
38 H 0.137
39 H 0.096
40 H 0.100
41 H 0.108
42 H 0.108
43 H 0.102
44 H 0.041
45 H 0.003
46 C -0.010
47 C -0.542
48 O 0.024
49 N 0.017
50 C -0.067
51 H 0.082
52 H 0.083
53 H 0.083
54 H 0.134
55 H 0.085
56 H 0.054
57 H 0.071
58 C -0.026
59 C -0.549
60 O 0.033
61 N 0.000
62 C -0.084
63 H 0.075
64 H 0.087
65 H 0.078
66 H 0.135
67 H 0.080
68 H 0.080
69 H 0.070
70 C -0.007
71 C -0.538
72 O 0.013
73 N 0.009
74 C -0.074
75 H 0.082
76 H 0.085
77 H 0.085
78 H 0.140
79 H 0.084
80 H 0.084
81 H 0.070

---

Entry from the OMol25 dataset: 2 unconnected molecules or ions with the total composition C5H14 (wB97M-V/def2-TZVPD).

Geometry (Å):
C: -1.955565 1.828879 0.764223
C: -2.277695 0.763671 -0.283791
H: -2.359420 2.901491 0.382136
H: -2.229443 1.512948 1.841043
H: -0.940684 2.139058 0.854227
H: -2.787952 0.874636 -1.305435
H: -2.773826 -0.068078 0.314636
H: -1.424112 0.244353 -0.704206
C: 1.963856 -0.539577 -0.407786
C: 1.092502 -0.406620 0.856228
C: 1.753825 -1.859284 -1.069354
H: 2.953875 -0.080587 -0.120913
H: 1.526087 0.290574 -1.245555
H: 0.751861 -1.285663 1.427317
H: 1.651444 0.191633 1.624737
H: 0.690703 -1.902219 -0.980514
H: 2.038402 -2.697393 -0.466420
H: 0.205350 0.159091 0.583229
H: 2.120792 -2.066913 -2.063802

Forces on the atoms, in the same order (eV/Å):
-1.5 2.8 -0.4
-0.6 -2.5 -0.2
0.1 -2.4 1.5
-0.2 0.8 -1.9
1.2 -0.5 -0.2
-0.1 0.9 2.0
0.1 0.9 -1.2
0.9 0.0 0.5
-0.3 3.6 -1.3
0.3 1.2 1.0
0.1 -0.5 0.6
-0.5 -1.3 -0.8
1.2 -1.9 2.3
0.4 -0.2 -0.8
-0.6 -0.3 -0.7
-1.0 -0.5 -0.9
0.7 -0.5 0.6
-0.1 -0.1 0.4
0.0 0.5 -0.3

highest occupied orbital energy = -0.39231 Ha
energy relative to the best compared isomer or geometry (same formula, charge and spin) = 45.7 kcal per mole
electronic energy = -5410.0679 eV
SMILES = CCC.CC
total charge = 0

In the natural (NBO) picture, each atom carries the following charge in e:
1 C -0.633
2 C -0.651
3 H 0.212
4 H 0.219
5 H 0.211
6 H 0.226
7 H 0.210
8 H 0.206
9 C -0.383
10 C -0.635
11 C -0.616
12 H 0.208
13 H 0.175
14 H 0.210
15 H 0.207
16 H 0.206
17 H 0.200
18 H 0.214
19 H 0.214

---

no.,lowest unoccupied orbital energy (eV)
1,0.34
2,1.09